The following is a quantum chemistry calculation of a molecular structure, C25H18ClMoN6 in a non-equilibrium geometry, from the OMol25 dataset.

ORCA input file:
```
! wB97M-V def2-TZVPD RIJCOSX def2/J DEFGRID3
* xyz 3 1
Mo 0.10 -0.21 -0.39
C -4.31 -0.23 -0.16
C -3.00 -0.67 -0.16
N -1.98 0.21 -0.14
C -2.29 1.55 -0.10
C -3.62 1.93 -0.09
N -4.62 1.06 -0.12
C -1.14 2.48 -0.06
C -1.19 3.84 -0.03
C 0.01 4.59 0.00
C 1.23 3.88 0.00
C 1.22 2.51 -0.03
N 0.05 1.83 -0.07
C 2.40 1.62 0.00
C 3.71 2.05 0.10
N 4.74 1.20 0.12
C 4.48 -0.09 0.04
C 3.18 -0.57 -0.04
N 2.15 0.28 -0.08
C -0.01 6.05 0.03
C -1.07 6.73 0.65
C -1.03 8.11 0.67
N -0.06 8.84 0.11
C 0.94 8.18 -0.49
C 1.01 6.79 -0.54
H -5.13 -0.95 -0.18
H -2.74 -1.72 -0.18
H -3.89 2.98 -0.06
H -2.14 4.36 -0.06
H 2.16 4.42 0.05
H 3.95 3.10 0.18
H 5.32 -0.78 0.06
H 2.97 -1.63 -0.09
H -1.87 6.21 1.15
H -1.82 8.67 1.16
H 1.71 8.78 -0.94
H 1.84 6.33 -1.07
Cl -0.32 -7.92 0.39
C -0.21 -6.26 0.21
C -0.28 -5.44 1.37
C -0.18 -4.09 1.23
C -0.03 -3.51 -0.07
C 0.06 -2.15 -0.22
C 0.03 -4.36 -1.22
C -0.06 -5.71 -1.08
H -0.39 -5.90 2.34
H -0.23 -3.46 2.11
H 0.26 -1.72 -1.34
H 0.11 -1.51 0.81
H 0.15 -3.93 -2.21
H -0.01 -6.37 -1.94
*
```

Calculated values
Kohn-Sham gap (spin up / spin down)   0.187 / 0.160 Eh
E_HOMO (spin up / spin down)   -16.6 / -16.6 eV
LUMO energy (spin up / spin down)   -11.4718 / -12.2055 eV